# C28H47F5NO18PSSi

A cluster of 6 separate species, C28H47F5NO18PSSi in total (ωB97M-V with the def2-TZVPD basis set, OMol25).

Summary:
- DFT total energy: -4032.53671 Eh
- Structure (SMILES): CCCO[Si@@](N)(CCCC(F)(F)C(F)(F)F)P(O)(O)=S.C[C@@H]1COC(=O)O1.C[C@@H]1COC(=O)O1.C[C@@H]1COC(=O)O1.C[C@@H]1COC(=O)O1.C[C@@H]1COC(=O)O1
- E_HOMO: -8.3 eV
- LUMO energy: 0.4 eV

XYZ file:
```
102
Properties=species:S:1:pos:R:3:forces:R:3:mulliken_charge:R:1
C 3.959858 4.508264 1.505954 0.033 0.433 -0.385 -0.92
C 3.278496 4.127492 0.031950 -0.398 -1.300 0.960 -0.17
C 2.189187 2.913576 0.234381 1.092 -0.506 -1.123 -0.19
O 0.787736 3.360547 0.240830 -0.554 -2.876 0.740 -0.38
Si -0.334555 2.053408 0.585370 -0.689 4.194 1.125 0.24
N -0.513049 1.946972 2.379945 -0.756 -0.496 -1.300 -0.55
C -2.008331 2.537707 -0.321196 -0.599 0.760 0.124 -0.48
C -3.341540 2.251910 0.589161 -0.658 -0.366 -0.721 -0.38
C -4.652894 2.984967 -0.142062 0.090 0.358 -0.119 -0.64
C -5.355216 4.135949 0.813695 0.310 1.150 -1.127 0.67
F -4.368723 4.904282 1.641554 -3.137 -2.515 -2.350 -0.29
F -5.991245 5.162698 -0.091634 1.615 -2.827 2.789 -0.32
C -6.584810 3.542386 1.758533 0.064 1.146 0.664 0.62
F -7.635863 3.050163 0.834560 3.235 1.489 3.697 -0.23
F -7.047682 4.701085 2.606538 0.929 -4.413 -2.742 -0.25
F -6.102276 2.466722 2.655105 -2.006 3.463 -3.062 -0.22
P 0.237938 0.091059 -0.214737 1.532 -3.697 -0.963 0.71
O -0.952156 -1.091626 0.368864 1.968 1.777 0.072 -0.51
O 0.260279 0.163957 -1.984208 -0.505 1.399 2.860 -0.60
S 1.972866 -0.572603 0.439467 -1.204 0.469 -0.279 -0.32
H 3.472604 5.486902 1.957159 1.072 -1.989 -0.907 0.26
H 3.823295 3.647202 2.302631 0.237 1.652 -1.748 0.24
H 5.116934 4.664269 1.283989 -2.951 -0.090 1.089 0.23
H 2.779668 5.048444 -0.496910 0.954 -1.841 1.064 0.21
H 4.161873 3.689019 -0.633756 -2.977 0.982 1.528 0.24
H 2.420642 2.271821 1.186142 -0.312 1.316 -1.660 0.29
H 2.294988 2.169722 -0.692838 -0.026 1.524 1.858 0.11
H -1.131788 2.707849 2.758581 0.866 -1.231 -0.447 0.24
H -0.833389 1.001551 2.693181 0.267 1.343 -0.126 0.23
H -1.973795 3.705053 -0.562467 0.050 -2.558 0.405 0.24
H -2.057980 1.939854 -1.328710 -0.127 1.216 1.774 0.35
H -3.586956 1.096462 0.613947 0.636 2.342 0.037 0.23
H -3.238780 2.608191 1.700095 -0.126 -0.556 -2.274 0.26
H -4.345465 3.549370 -1.144270 -0.496 -1.085 2.366 0.17
H -5.437765 2.159265 -0.487857 1.404 2.026 1.099 0.34
H -0.514078 -1.427079 1.227260 -0.616 0.666 -1.959 0.26
H 0.524536 1.120025 -2.177659 -0.453 -1.582 0.257 0.40
C -8.467263 0.399737 4.264802 0.311 0.400 0.168 -1.38
C -7.787659 -0.668925 3.433295 -0.918 1.073 0.254 0.56
C -8.479400 -1.997686 3.488395 -0.828 -0.171 -0.284 -0.46
O -7.420807 -2.905535 3.245620 0.956 0.146 0.233 -0.30
C -6.280173 -2.292737 3.682499 2.398 -1.161 0.303 0.64
O -5.203632 -2.852005 3.815306 -2.497 1.281 -0.325 -0.57
O -6.503524 -0.970835 3.951446 0.455 -1.121 -0.169 -0.33
H -8.444302 0.146792 5.330547 -0.058 -0.145 -0.205 0.38
H -7.938290 1.353509 4.160011 -0.162 -0.155 -0.049 0.25
H -9.507814 0.543407 3.956270 0.164 -0.068 -0.031 0.37
H -7.664424 -0.323385 2.399307 -0.040 -0.112 0.049 0.21
H -9.254459 -2.094013 2.723456 0.196 -0.136 0.070 0.32
H -8.914464 -2.224661 4.468082 0.043 0.197 -0.022 0.30
C -0.069929 -6.169185 0.252167 0.437 -0.243 -0.059 -1.11
C 0.610314 -5.664713 1.508385 -1.081 -0.805 -0.823 0.61
C -0.189785 -4.635042 2.247821 -0.785 -0.193 0.370 -0.39
O 0.811597 -3.885151 2.910122 0.944 0.265 -0.259 -0.30
C 1.941220 -3.994447 2.148914 2.278 1.422 0.165 0.56
O 2.946038 -3.319429 2.303993 -2.267 -1.617 -0.262 -0.57
O 1.797734 -4.959226 1.190657 0.440 0.942 0.809 -0.25
H -0.189701 -5.366051 -0.483327 -0.017 -0.038 0.224 0.30
H 0.543954 -6.940259 -0.226443 -0.554 0.416 0.466 0.08
H -1.053110 -6.596093 0.475069 0.119 0.072 0.086 0.41
H 0.878791 -6.506863 2.158323 -0.047 0.115 0.052 0.21
H -0.877642 -5.083674 2.969423 0.162 0.188 0.006 0.35
H -0.751070 -3.961578 1.590560 0.044 -0.202 -0.131 0.19
C 5.025517 -9.440375 -2.825773 0.022 0.073 -0.508 -1.46
C 4.178718 -8.446859 -2.056903 1.228 -0.632 -0.326 0.55
C 3.596109 -9.009610 -0.795545 0.524 -0.316 0.724 -0.55
O 2.422503 -8.236234 -0.627368 -0.556 0.370 -0.759 -0.32
C 2.041287 -7.838022 -1.877781 -2.075 1.064 -0.883 0.67
O 0.965972 -7.324271 -2.140681 2.628 -1.426 0.142 -0.57
O 3.022742 -8.090964 -2.795610 -1.073 0.340 0.652 -0.34
H 4.422917 -10.283985 -3.180058 0.012 0.115 0.223 0.35
H 5.449895 -8.965198 -3.717168 0.009 -0.064 0.210 0.35
H 5.846778 -9.823745 -2.211657 -0.135 0.124 -0.033 0.37
H 4.751860 -7.532105 -1.860815 -0.103 -0.085 0.087 0.26
H 4.265021 -8.888401 0.060606 -0.248 0.069 -0.048 0.33
H 3.309094 -10.063847 -0.877966 0.113 0.060 -0.147 0.30
C -3.514574 4.647883 -5.172955 -0.373 0.099 0.356 -1.45
C -2.118197 5.043823 -4.738596 -1.163 0.074 -0.828 0.51
C -1.037233 4.251362 -5.409915 0.181 -0.018 -0.884 -0.52
O 0.009761 4.291922 -4.458125 -0.150 0.056 0.972 -0.30
C -0.585569 4.438016 -3.236786 1.308 -0.204 2.297 0.56
O -0.009243 4.311883 -2.168472 -1.396 0.272 -2.697 -0.47
O -1.911709 4.743857 -3.368920 1.041 -0.260 0.391 -0.24
H -3.741524 3.615641 -4.884352 0.208 0.091 -0.115 0.34
H -4.258557 5.280487 -4.676191 0.122 -0.044 -0.168 0.35
H -3.639153 4.749393 -6.255893 0.088 0.029 0.160 0.38
H -1.969755 6.122077 -4.876618 0.083 -0.118 -0.022 0.24
H -0.718887 4.700735 -6.354291 0.116 -0.080 0.208 0.32
H -1.306950 3.204041 -5.585867 -0.164 0.110 0.032 0.30
C 9.825517 2.157881 -1.217686 0.027 0.076 -0.513 -1.46
C 8.978718 3.151397 -0.448816 1.199 -0.684 -0.328 0.53
C 8.396109 2.588645 0.812542 0.498 -0.341 0.700 -0.52
O 7.222503 3.362022 0.980719 -0.619 0.460 -0.845 -0.27
C 6.841287 3.760234 -0.269694 -1.791 0.963 -0.691 0.62
O 5.765972 4.273985 -0.532594 4.384 -0.857 -0.115 -0.60
O 7.822742 3.507292 -1.187523 -1.051 0.319 0.607 -0.34
H 9.222917 1.314271 -1.571971 0.012 0.120 0.230 0.36
H 10.249895 2.633057 -2.109081 0.012 -0.064 0.206 0.35
H 10.646778 1.774510 -0.603570 -0.136 0.122 -0.032 0.38
H 9.551860 4.066150 -0.252728 -0.092 -0.073 0.078 0.26
H 9.065021 2.709854 1.668693 -0.252 0.061 -0.045 0.30
H 8.109094 1.534408 0.730121 0.111 0.071 -0.138 0.32
```
Positions in Å, forces in eV/Å.